Version 1
Formula: C2HN3O2
Source: OMol25
Level of theory: ωB97M-V with the def2-TZVPD basis set

**Net charge**: 0
**2S+1**: 1
**Structure (SMILES)**: O=c1nncno1
**Frontier orbital gap**: 8.426 eV

CARTESIAN COORDINATES (ANGSTROEM)
C1 -0.321 -0.666 1.082
C2 0.069 1.020 -0.961
H1 0.431 1.489 -1.978
N1 1.181 -0.596 0.681
N2 1.248 0.484 -0.056
N3 -0.884 -0.085 -1.126
O1 -0.624 -0.797 2.322
O2 -1.099 -0.850 0.035

---

Version 2
Formula: C2HN3O2
Source: OMol25
Level of theory: ωB97M-V with the def2-TZVPD basis set

**Net charge**: 0
**2S+1**: 1
**Structure (SMILES)**: O=c1nncno1
**Frontier orbital gap**: 8.129 eV

CARTESIAN COORDINATES (ANGSTROEM)
C1 -1.358 -0.129 -0.063
C2 1.327 0.036 0.058
H1 2.291 0.171 -0.130
N1 -0.621 1.013 -0.018
N2 0.598 1.185 0.119
N3 0.910 -1.130 -0.184
O1 -2.538 -0.003 -0.042
O2 -0.609 -1.144 0.261

---

It turns out version 2 is the most stable, with the second structure 0.0560 hartree higher.

---

Version 1
Formula: C2HN3O2
Source: OMol25
Level of theory: ωB97M-V with the def2-TZVPD basis set

**Net charge**: 0
**2S+1**: 1
**Structure (SMILES)**: O=c1cnnno1
**Frontier orbital gap**: 9.814 eV

CARTESIAN COORDINATES (ANGSTROEM)
C1 -0.928 -0.359 -0.022
C2 -0.162 0.891 0.128
H1 -0.685 1.917 0.197
N1 1.108 0.970 -0.035
N2 1.756 -0.313 -0.170
N3 1.201 -1.376 -0.079
O1 -2.083 -0.294 -0.203
O2 -0.207 -1.437 0.184

---

Version 2
Formula: C2HN3O2
Source: OMol25
Level of theory: ωB97M-V with the def2-TZVPD basis set

**Net charge**: 0
**2S+1**: 1
**Structure (SMILES)**: O=C=NC=O.N#N
**Frontier orbital gap**: 11.559 eV

CARTESIAN COORDINATES (ANGSTROEM)
C1 -1.023 1.201 -0.031
C2 -0.931 -1.174 0.012
H1 -1.657 -1.965 0.157
N1 -1.548 0.094 -0.045
N2 3.281 0.228 -0.040
N3 2.280 0.689 0.022
O1 -0.647 2.323 -0.017
O2 0.244 -1.395 -0.059

---

Version 3
Formula: C2HN3O2
Source: OMol25
Level of theory: ωB97M-V with the def2-TZVPD basis set

**Net charge**: 0
**2S+1**: 1
**Structure (SMILES)**: O=c1nncno1
**Frontier orbital gap**: 8.478 eV

CARTESIAN COORDINATES (ANGSTROEM)
C1 -0.027 1.398 -0.073
C2 0.126 -1.354 0.234
H1 0.350 -2.379 0.060
N1 -0.007 0.566 -1.173
N2 0.228 -0.709 -1.189
N3 -0.482 -0.710 1.196
O1 0.313 2.550 -0.055
O2 -0.502 0.638 1.001

---

It turns out version 2 is the most stable, with the second structure 0.1692 hartree higher.

---

Version 1
Formula: C5H7FN2
Source: OMol25
Level of theory: ωB97M-V with the def2-TZVPD basis set

**Net charge**: 0
**2S+1**: 1
**Frontier orbital gap**: 9.150 eV

CARTESIAN COORDINATES (ANGSTROEM)
C1 0.442 -1.041 1.940
C2 0.534 -0.512 -0.101
C3 -0.368 0.352 0.484
C4 -1.147 1.384 -0.263
C5 1.037 -0.702 -2.027
N1 0.959 -1.337 0.830
N2 -0.258 0.165 1.901
F1 -0.018 -0.526 -2.772
H1 0.582 -1.575 2.956
H2 -1.863 1.925 0.378
H3 -0.416 2.084 -0.667
H4 -1.501 0.921 -1.158
H5 1.347 -1.696 -1.900
H6 1.614 0.188 -2.235
H7 -0.945 0.369 2.635

---

Version 2
Formula: C5H7FN2
Source: OMol25
Level of theory: ωB97M-V with the def2-TZVPD basis set

**Net charge**: 0
**2S+1**: 1
**Structure (SMILES)**: [H]/N=C(\N)C(=C)C(=C)F
**Frontier orbital gap**: 9.714 eV

CARTESIAN COORDINATES (ANGSTROEM)
C1 -1.112 -0.280 0.614
C2 -0.108 -0.464 -0.400
C3 -0.172 -1.189 -1.455
C4 1.069 0.551 -0.209
C5 1.671 1.449 -1.072
H1 0.229 0.566 1.722
H2 -1.084 0.112 2.617
H3 -2.737 -0.935 1.365
H4 -0.912 -2.008 -1.796
H5 0.716 -1.142 -2.044
H6 1.109 1.945 -1.949
H7 2.477 1.927 -0.515
N1 -0.832 0.598 1.700
N2 -2.079 -1.173 0.634
F1 1.765 0.043 0.788

---

Version 3
Formula: C5H7FN2
Source: OMol25
Level of theory: ωB97M-V with the def2-TZVPD basis set

**Net charge**: 0
**2S+1**: 1
**Structure (SMILES)**: Cc1cc(N)[nH]c1F
**Frontier orbital gap**: 9.087 eV

CARTESIAN COORDINATES (ANGSTROEM)
C1 2.263 -0.868 0.035
C2 0.930 -0.166 -0.031
C3 -0.381 -0.778 0.005
C4 -1.353 0.216 0.124
C5 0.661 1.115 -0.062
H1 2.412 -1.775 -0.702
H2 3.184 -0.208 -0.112
H3 2.411 -1.351 1.038
H4 -0.599 -1.810 -0.224
H5 -3.037 -0.146 -0.911
H6 -3.230 -0.370 0.678
H7 -1.161 2.248 0.155
N1 -2.808 0.259 0.034
N2 -0.695 1.379 -0.057
F1 1.403 2.255 0.030

---

It turns out version 3 is the most stable, with the second structure 0.0705 hartree higher.

---

Version 1
Formula: C3H8O2
Source: OMol25
Level of theory: ωB97M-V with the def2-TZVPD basis set

**Net charge**: 0
**2S+1**: 1
**Structure (SMILES)**: C=C(C)O.O
**Frontier orbital gap**: 9.389 eV

CARTESIAN COORDINATES (ANGSTROEM)
C1 0.070 1.244 0.061
C2 0.793 0.123 -0.135
O1 0.564 -0.709 -1.199
C3 1.639 -0.558 0.874
H1 0.620 2.015 0.604
H2 -0.772 1.590 -0.523
H3 -0.192 -0.307 -1.639
H4 2.235 0.021 1.608
H5 1.133 -1.390 1.351
H6 2.589 -0.914 0.478
H7 -3.574 -0.309 -0.792
H8 -2.443 -0.206 0.089
O2 -2.660 -0.599 -0.778

---

Version 2
Formula: C3H8O2
Source: OMol25
Level of theory: ωB97M-V with the def2-TZVPD basis set

**Net charge**: 0
**2S+1**: 1
**Structure (SMILES)**: C[C@@H](O)CO
**Frontier orbital gap**: 10.799 eV

CARTESIAN COORDINATES (ANGSTROEM)
C1 0.888 -0.545 -1.247
C2 0.414 0.328 -0.099
O1 -0.053 1.552 -0.630
C3 -0.710 -0.357 0.667
O2 -1.265 0.556 1.605
H1 0.050 -0.740 -1.924
H2 1.268 -1.506 -0.880
H3 1.680 -0.049 -1.815
H4 1.246 0.519 0.601
H5 -0.511 1.997 0.100
H6 -1.497 -0.666 -0.036
H7 -0.326 -1.248 1.179
H8 -1.183 0.157 2.477

---

It turns out version 2 is the most stable, with the second structure 0.0395 hartree higher.

---

Version 1
Formula: C3H8O2
Source: OMol25
Level of theory: ωB97M-V with the def2-TZVPD basis set

**Net charge**: 0
**2S+1**: 1
**Structure (SMILES)**: CCC=O.O
**Frontier orbital gap**: 10.719 eV

CARTESIAN COORDINATES (ANGSTROEM)
O1 -1.055 -0.450 -0.230
C1 -0.697 0.709 -0.306
C2 -1.664 1.835 0.090
C3 -3.113 1.411 0.256
H1 0.195 0.903 -0.942
H2 -1.342 2.204 1.069
H3 -1.441 2.501 -0.747
H4 -3.600 0.799 -0.497
H5 -3.137 0.789 1.159
H6 -3.687 2.291 0.548
H7 5.445 -3.896 -0.077
H8 6.144 -2.638 0.433
O2 5.302 -2.961 0.076

---

Version 2
Formula: C3H8O2
Source: OMol25
Level of theory: ωB97M-V with the def2-TZVPD basis set

**Net charge**: 0
**2S+1**: 1
**Structure (SMILES)**: C[C@@H](O)CO
**Frontier orbital gap**: 10.893 eV

CARTESIAN COORDINATES (ANGSTROEM)
C1 -1.548 0.341 0.197
C2 -0.334 -0.522 -0.102
O1 -0.178 -0.569 -1.501
C3 0.944 0.055 0.558
O2 2.078 -0.146 -0.280
H1 -1.376 1.351 -0.192
H2 -1.750 0.405 1.272
H3 -2.432 -0.067 -0.301
H4 -0.503 -1.538 0.295
H5 0.772 -0.709 -1.640
H6 0.811 1.124 0.769
H7 1.140 -0.452 1.509
H8 2.359 0.713 -0.611

---

Version 3
Formula: C3H8O2
Source: OMol25
Level of theory: ωB97M-V with the def2-TZVPD basis set

**Net charge**: 0
**2S+1**: 1
**Structure (SMILES)**: CC=O.CO
**Frontier orbital gap**: 11.169 eV

CARTESIAN COORDINATES (ANGSTROEM)
C1 1.757 0.912 0.420
O1 0.504 0.630 0.991
C2 -0.730 -1.239 -0.489
C3 -1.731 -0.189 -0.171
O2 -1.715 0.941 -0.614
H1 2.014 1.968 0.569
H2 2.499 0.284 0.920
H3 1.797 0.697 -0.662
H4 0.173 -0.866 -0.975
H5 -0.472 -1.889 0.354
H6 -1.360 -1.774 -1.210
H7 -2.585 -0.558 0.429
H8 -0.150 1.083 0.439

---

It turns out version 2 is the most stable, with the second structure 0.0171 hartree higher.

---

Version 1
Formula: C3H8O2
Source: OMol25
Level of theory: ωB97M-V with the def2-TZVPD basis set

**Net charge**: 0
**2S+1**: 1
**Structure (SMILES)**: C=CCO.O
**Frontier orbital gap**: 10.510 eV

CARTESIAN COORDINATES (ANGSTROEM)
O1 -1.020 -0.376 1.039
C1 0.341 -0.066 1.284
C2 0.938 0.555 0.051
C3 0.214 1.199 -0.860
O2 -0.891 -1.420 -1.827
H1 -1.409 -0.704 1.859
H2 0.911 -0.966 1.561
H3 0.425 0.642 2.122
H4 0.006 -1.104 -1.661
H5 2.015 0.451 -0.065
H6 -0.859 1.308 -0.741
H7 0.660 1.625 -1.753
H8 -1.330 -1.146 -1.009

---

Version 2
Formula: C3H8O2
Source: OMol25
Level of theory: ωB97M-V with the def2-TZVPD basis set

**Net charge**: 0
**2S+1**: 1
**Structure (SMILES)**: C=C(C)O.O
**Frontier orbital gap**: 10.193 eV

CARTESIAN COORDINATES (ANGSTROEM)
C1 -0.548 -0.949 1.351
C2 0.003 -0.788 0.155
O1 -0.775 -0.467 -0.930
C3 1.474 -0.978 -0.128
H1 0.064 -1.237 2.190
H2 -1.597 -0.789 1.524
H3 -1.013 0.458 -1.061
H4 1.619 -0.745 -1.170
H5 2.117 -0.384 0.521
H6 1.735 -2.025 0.012
H7 0.398 2.962 -0.058
H8 -0.206 1.607 0.090
O2 -0.326 2.429 -0.405

---

It turns out version 2 is the most stable, with the second structure 0.0018 hartree higher.